Below is one molecule with the formula C4H4N4O in a non-equilibrium geometry, with properties calculated with the ωB97M-V functional and the def2-TZVPD basis.

The energy relative to the best compared isomer or geometry (same formula, charge and spin) is 176.64 kcal per mole. Its spin multiplicity is 1. The frontier orbital gap is 9.9 eV.

CARTESIAN COORDINATES (ANGSTROEM)
N (-1.88, 2.48, -0.50)
C (-1.43, 1.56, 0.03)
C (-0.64, 0.51, 0.88)
N (-0.49, -0.61, -0.14)
C (0.94, -0.60, -0.82)
C (2.20, -0.37, 0.04)
N (3.24, 0.42, 0.44)
N (-1.05, -1.84, -0.21)
O (-2.23, -1.83, 0.32)
H (0.51, 0.90, 1.00)
H (-1.36, 0.25, 1.81)
H (1.08, -1.38, -1.52)
H (1.11, 0.52, -1.33)